<1>
A single C2H5N3S2 molecule. Source: the Open Molecules 2025 dataset; level of theory: ωB97M-V with the def2-TZVPD basis set.

```
12
C2H5N3S2 ωB97M-V with the def2-TZVPD basis set
H 1.527 -2.063 0.086
N 1.112 -1.620 0.915
C 0.615 -0.543 0.497
C -0.253 0.332 1.338
S -1.354 0.794 -0.133
N -1.280 2.401 0.014
H -1.884 2.889 -0.683
S 0.567 -0.092 -1.210
N 0.312 -1.490 -1.795
H 0.568 -1.698 -2.707
H -0.391 -0.181 2.289
H 0.463 1.269 1.389
```

Values from the calculation:
SMILES string: [H]/N=C1C/S(=N/[H])#S/1=N\[H]
Gap between HOMO and LUMO (spin up / spin down): 0.277 / 0.277 hartree
Charge: 0
Spin multiplicity: 1



<2>
A single C2H5N3S2 molecule. Source: the Open Molecules 2025 dataset; level of theory: ωB97M-V with the def2-TZVPD basis set.

```
12
C2H5N3S2 ωB97M-V with the def2-TZVPD basis set
N 0.213 -1.289 -0.006
N 0.526 0.079 -0.004
C 1.811 0.503 -0.003
S 3.133 -0.445 -0.003
C -0.540 0.996 -0.004
N -1.795 0.803 -0.006
S -2.559 -0.713 -0.001
H 0.650 -1.694 0.821
H 0.645 -1.724 -0.800
H 1.898 1.622 0.013
H -0.223 2.042 0.000
H -3.760 -0.180 -0.009
```

Values from the calculation:
SMILES string: NN(C=S)/C=N\S
Gap between HOMO and LUMO: 0.318 hartree
Charge: 0
Spin multiplicity: 1



Verdict on stability: <2> comes out on top.



<1>
2 unconnected molecules or ions with the total composition CH2O2S. Source: the Open Molecules 2025 dataset; level of theory: ωB97M-V with the def2-TZVPD basis set.

```
6
CH2O2S ωB97M-V with the def2-TZVPD basis set
C -2.274 -0.694 -1.615
O -1.621 -1.080 -0.805
O 0.522 0.279 -0.106
S 1.427 1.259 0.883
H 0.860 0.652 2.047
H 1.085 -0.415 -0.404
```

Values from the calculation:
Gap between HOMO and LUMO: 0.364 hartree
Charge: 0
Spin multiplicity: 1



<2>
A single CH2O2S molecule. Source: the Open Molecules 2025 dataset; level of theory: ωB97M-V with the def2-TZVPD basis set.

```
6
CH2O2S ωB97M-V with the def2-TZVPD basis set
O -1.297 0.762 0.276
C -0.168 0.374 0.071
O 0.766 1.247 0.495
S 0.214 -1.224 -0.447
H 0.375 2.064 0.965
H 1.453 -0.797 -0.399
```

Values from the calculation:
SMILES string: O=C(O)S
Gap between HOMO and LUMO: 0.404 hartree
Charge: 0
Spin multiplicity: 1



<3>
A single CH2O2S molecule. Source: the Open Molecules 2025 dataset; level of theory: ωB97M-V with the def2-TZVPD basis set.

```
6
CH2O2S ωB97M-V with the def2-TZVPD basis set
C -0.434 0.085 0.737
O -0.325 0.215 1.921
O -0.036 -0.571 -1.733
S 0.680 -0.746 -0.493
H -1.080 0.514 0.061
H 1.195 0.503 -0.494
```

Values from the calculation:
Gap between HOMO and LUMO: 0.365 hartree
Charge: 0
Spin multiplicity: 1



<4>
A single CH2O2S molecule. Source: the Open Molecules 2025 dataset; level of theory: ωB97M-V with the def2-TZVPD basis set.

```
6
CH2O2S ωB97M-V with the def2-TZVPD basis set
C -0.094 0.351 -0.260
O 0.959 -0.475 -0.202
O 0.548 -1.491 0.662
S -0.932 0.163 1.368
H 0.354 1.293 -0.398
H -0.836 0.159 -1.170
```

Values from the calculation:
Gap between HOMO and LUMO (spin up / spin down): 0.250 / 0.253 hartree
Charge: 0
Spin multiplicity: 1



Verdict on stability: <2> comes out on top.



<1>
A single C3H2N4 molecule. Source: the Open Molecules 2025 dataset; level of theory: ωB97M-V with the def2-TZVPD basis set.

```
9
C3H2N4 ωB97M-V with the def2-TZVPD basis set
N 2.212 0.427 0.806
C 2.145 0.726 -0.350
C 0.630 0.419 -0.047
C -0.047 -0.769 -0.193
N -1.333 -0.398 -0.066
N -1.453 0.920 0.157
N -0.264 1.420 0.178
H 0.279 -1.782 -0.370
H -2.168 -0.963 -0.114
```

Values from the calculation:
Gap between HOMO and LUMO: 0.368 hartree
Charge: 0
Spin multiplicity: 1



<2>
2 unconnected molecules or ions with the total composition C3H2N4. Source: the Open Molecules 2025 dataset; level of theory: ωB97M-V with the def2-TZVPD basis set.

```
9
C3H2N4 ωB97M-V with the def2-TZVPD basis set
N -1.558 -2.543 -0.492
C -1.262 -1.420 -0.394
C -0.960 -0.055 -0.412
C -0.326 0.589 0.608
N 0.678 1.186 1.062
N 2.669 0.156 -1.850
N 1.671 -0.152 -1.501
H -1.425 0.586 1.031
H 0.513 1.653 1.949
```

Values from the calculation:
Gap between HOMO and LUMO: 0.304 hartree
Charge: 0
Spin multiplicity: 1



<3>
A single C3H2N4 molecule. Source: the Open Molecules 2025 dataset; level of theory: ωB97M-V with the def2-TZVPD basis set.

```
9
C3H2N4 ωB97M-V with the def2-TZVPD basis set
N -0.387 2.638 -0.684
C -0.837 1.574 -0.600
C -0.825 0.172 -0.360
C 0.486 -0.233 -0.490
N 0.649 -1.088 0.510
N -0.495 -1.264 1.212
N -1.390 -0.495 0.701
H 1.273 0.142 -1.133
H 1.527 -1.446 0.845
```

Values from the calculation:
SMILES string: N#Cc1c[nH]nn1
Gap between HOMO and LUMO: 0.389 hartree
Charge: 0
Spin multiplicity: 1



<4>
A single C3H2N4 molecule. Source: the Open Molecules 2025 dataset; level of theory: ωB97M-V with the def2-TZVPD basis set.

```
9
C3H2N4 ωB97M-V with the def2-TZVPD basis set
C -3.073 -0.743 0.016
C -0.590 -0.563 -0.059
C -0.190 0.846 0.082
N -4.209 -0.745 0.064
N -1.815 -0.971 -0.018
N -1.157 1.661 0.001
N -1.833 2.525 -0.095
H 0.118 -1.374 -0.184
H 0.768 1.162 0.161
```

Values from the calculation:
Gap between HOMO and LUMO: 0.327 hartree
Charge: 0
Spin multiplicity: 1



Verdict on stability: <3> comes out on top.